# 1
Formula: C36H33BrCaN7OS
Source: OMol25
Level of theory: wB97M-V/def2-TZVPD

Values from the calculation:
- Multiplicity: 2
- Lowest unoccupied orbital energy (alpha / beta): 0.393 / 0.387 eV
- Net charge: 0
- ΔE to the lowest compared entry with this formula, charge and spin: 59.4 kJ/mol
- ⟨S²⟩: 0.77

Last column: Löwdin spin population.
Element x y z (Å)
H1 -0.07 -4.49 3.53  -0.001
C1 0.07 -2.60 -4.72  0.000
H2 -2.02 -2.94 -0.57  0.000
H3 3.93 -3.37 4.56  -0.001
H4 0.10 0.70 -2.94  0.000
C2 3.17 0.10 -0.52  0.092
C3 -3.91 -3.06 2.23  0.000
C4 0.56 2.54 2.16  0.001
C5 1.97 -2.22 2.03  0.014
C6 3.06 -3.28 3.92  -0.003
C7 -2.48 -1.16 2.09  0.000
Br1 1.90 -5.27 5.59  0.007
C8 -0.95 -2.47 -5.61  0.000
N1 -1.05 1.67 -1.53  0.000
C9 -2.62 1.61 1.02  0.000
C10 -2.45 -2.68 0.39  0.000
H5 4.23 3.12 1.43  0.000
C11 -2.68 3.20 -2.33  0.000
H6 3.95 -1.57 0.55  0.010
H7 -3.47 3.90 -2.10  0.000
H8 -0.98 -0.24 3.26  0.000
C12 -2.35 2.84 0.14  0.000
N2 2.10 0.89 -0.81  0.133
C13 3.04 -0.98 0.38  0.196
C14 -1.30 2.03 -3.88  0.000
N3 -1.46 1.11 1.77  0.000
Ca1 0.07 -0.34 -0.24  0.003
C15 4.64 1.52 -1.82  0.046
C16 2.27 4.02 1.42  0.001
C17 3.54 2.38 -2.03  0.113
C18 -1.87 0.07 2.71  0.000
C19 -3.44 -1.88 2.77  0.000
H9 -1.54 3.43 0.56  0.000
H10 -3.12 -0.97 -3.48  0.000
C20 1.93 -4.04 4.16  0.034
H11 5.27 -0.30 -0.89  0.001
H12 -0.78 1.87 3.62  0.000
C21 3.08 -2.37 2.87  0.032
H13 3.38 0.95 2.29  0.002
C22 3.18 3.00 1.63  0.000
H14 2.60 4.98 1.04  0.000
C23 0.93 3.79 1.69  0.000
H15 -2.99 0.79 0.40  0.000
O1 -1.43 -1.17 -1.81  0.000
H16 -0.83 -2.83 -6.62  0.000
H17 1.01 -3.06 -5.00  0.000
C24 4.45 0.39 -1.08  0.056
C25 -0.03 -2.14 -3.38  0.000
C26 0.83 -2.99 2.30  0.028
C27 -0.70 1.43 -2.79  0.000
H18 -2.58 0.47 3.45  0.000
H19 -2.83 3.44 -4.46  0.000
C28 2.70 1.78 2.11  0.004
S1 1.21 -2.23 -2.23  0.005
H20 0.19 4.57 1.56  0.000
H21 -2.98 -1.74 -5.88  0.000
C29 -0.85 2.20 2.58  0.000
H22 -3.71 -4.40 0.55  0.000
N4 -1.99 -1.54 0.91  0.000
N5 1.90 -1.31 0.98  0.205
H23 -3.23 3.49 0.17  0.000
C30 -2.15 -1.87 -5.21  0.000
H24 1.44 2.62 -1.70  -0.002
C31 -2.32 2.94 -3.64  0.000
H25 3.96 -1.75 2.74  0.003
H26 -1.49 3.09 2.58  0.000
H27 -0.98 1.79 -4.88  0.000
C32 -2.25 -1.44 -3.92  0.000
C33 -2.02 2.55 -1.29  0.000
H28 3.63 3.29 -2.60  0.008
H29 -3.82 -1.51 3.72  0.000
C34 0.81 -3.89 3.35  -0.003
N6 -1.23 -1.59 -3.04  0.000
C35 -3.39 -3.48 1.01  0.000
C36 2.32 2.00 -1.52  0.010
H30 -0.04 -2.91 1.66  0.002
N7 1.42 1.55 2.37  0.002
H31 -4.65 -3.65 2.75  0.000
H32 -3.43 1.85 1.73  0.000
H33 5.61 1.74 -2.23  0.001

---

# 2
Formula: C43H47N4O2
Source: OMol25
Level of theory: wB97M-V/def2-TZVPD

Values from the calculation:
- Lowest unoccupied orbital energy: -4.346 eV
- Net charge: +1
- ΔE to the lowest compared entry with this formula, charge and spin: 26.5 kJ/mol

Last column: Mulliken charge in e.
Element x y z (Å)
H1 -1.69 -2.56 -0.02  0.688
C1 0.11 -7.70 2.00  -0.948
C2 -0.40 -3.00 -2.66  0.193
C3 -2.17 1.66 2.77  0.249
C4 -3.99 -2.48 -4.84  -0.757
H2 -0.44 -2.92 -6.56  0.452
H3 7.00 -0.67 2.69  0.343
H4 -0.99 0.88 0.48  0.257
C5 4.97 1.29 2.26  -0.678
H5 1.85 2.90 4.60  0.628
H6 -4.65 1.55 0.47  0.338
C6 -1.79 -4.55 1.92  0.771
C7 -2.45 3.13 0.76  -1.323
H7 -5.84 -3.03 5.49  0.260
N1 -0.48 -6.40 1.74  0.167
C8 0.79 -3.19 -3.42  0.133
H8 -3.21 3.33 0.00  0.444
H9 3.43 -4.90 -2.60  0.331
C9 1.32 -3.62 -1.27  -1.566
C10 -3.46 -4.22 3.61  0.247
C11 -0.05 -3.27 -1.26  -0.047
H10 -4.69 -2.30 -5.65  0.241
H11 1.00 -0.82 3.79  0.039
C12 1.07 2.60 3.91  -0.348
H12 -6.50 -0.34 2.67  0.336
H13 -5.53 -1.63 1.95  0.238
C13 -0.01 0.92 0.93  -2.198
C14 -2.15 -6.27 3.64  -1.359
N2 -0.84 2.17 2.88  0.460
C15 0.17 1.69 2.06  1.120
C16 5.00 -0.10 2.11  0.784
C17 -1.60 -2.82 -3.32  0.320
C18 -4.48 0.23 2.18  0.404
C19 2.57 1.25 2.48  -0.034
H14 -0.05 -8.38 1.16  0.342
H15 1.62 -2.04 2.66  0.379
C20 -0.91 -4.40 0.76  0.766
C21 -2.91 2.02 1.64  0.466
C22 3.17 -3.89 -2.92  -0.951
H16 -2.24 -0.61 5.32  0.374
C23 -1.75 0.24 4.83  -1.485
C24 -2.80 -3.77 2.44  0.336
C25 -1.60 -2.79 -4.74  0.462
N3 1.36 1.93 2.72  0.340
C26 -0.13 -5.57 0.71  -0.958
C27 -2.57 0.63 3.63  0.786
C28 0.81 -3.17 -4.81  -0.910
C29 6.29 -0.83 1.86  -1.537
H17 6.77 -0.47 0.94  0.352
H18 3.26 -3.81 -4.00  0.292
H19 -1.89 -7.22 4.10  0.226
H20 -4.00 -0.95 3.91  0.463
C30 3.78 1.98 2.46  0.849
H21 -1.69 1.06 5.56  0.343
O1 -4.37 -3.37 4.14  -0.309
C31 -0.39 -2.96 -5.48  -0.879
H22 -4.46 -3.96 6.15  0.398
C32 -3.71 -0.10 3.29  -0.696
H23 -1.51 2.89 0.24  0.281
C33 -4.07 1.29 1.36  -0.867
H24 -0.74 -0.09 4.56  0.125
C34 -0.27 2.69 4.03  -1.114
C35 1.37 -0.98 2.77  -1.109
H25 3.80 -1.90 2.16  0.229
H26 -3.68 -5.80 5.09  0.448
C36 -5.74 -0.55 1.91  -1.404
H27 0.85 0.40 0.51  0.501
C37 -5.12 -3.82 5.29  -1.064
O2 -2.71 -2.63 -5.50  -0.452
C38 -3.15 -5.47 4.20  -0.797
H28 -6.15 -0.30 0.92  0.361
H29 -0.34 -8.13 2.90  0.295
H30 -2.53 -2.75 -2.76  0.453
H31 4.27 3.93 1.75  0.404
H32 2.83 3.90 2.79  0.408
H33 5.91 1.85 2.21  0.433
C39 -1.48 -5.80 2.51  -0.041
H34 3.86 -3.18 -2.44  0.331
H35 0.61 -5.85 -0.04  0.769
C40 -0.92 -3.32 -0.14  0.086
H36 1.74 -3.32 -5.37  0.242
H37 -0.88 3.06 4.84  0.665
H38 1.93 -3.93 -0.42  0.782
C41 3.82 3.46 2.63  -1.953
H39 -5.64 -4.76 5.07  0.415
H40 -3.98 -1.64 -4.14  0.308
C42 2.58 -0.16 2.46  1.458
H41 1.19 -7.60 2.15  0.344
H42 -4.26 -3.40 -4.31  0.321
N4 1.81 -3.57 -2.54  0.268
H43 -3.07 -2.83 1.97  0.315
H44 -2.30 4.06 1.33  0.319
H45 4.45 3.73 3.49  0.370
H46 6.11 -1.91 1.77  0.328
C43 3.80 -0.81 2.22  -1.370
H47 0.55 -0.80 2.06  0.275

---

# 3
Formula: C3H4NaO4
Source: OMol25
Level of theory: wB97M-V/def2-TZVPD

Values from the calculation:
- Lowest unoccupied orbital energy: -5.403 eV
- Net charge: +1
- ΔE to the lowest compared entry with this formula, charge and spin: 0.0 kJ/mol

Last column: natural (NBO) charge in e.
Element x y z (Å)
H1 -0.78 -1.76 2.95  0.492
O1 0.63 -0.33 2.07  -0.699
C1 0.39 -0.39 -1.70  0.281
C2 0.67 1.06 -1.91  0.357
O2 -1.21 -1.45 2.13  -0.640
O3 -0.06 1.89 -1.39  -0.545
C3 -0.52 -0.55 1.51  0.412
H2 0.84 0.62 2.06  0.518
H3 1.02 -1.16 -2.16  0.175
Na1 -2.00 1.43 -0.10  0.956
H4 1.50 1.35 -2.59  0.170
O4 -0.49 -0.70 -0.86  -0.476

---

# 4
Formula: C7H13N
Source: OMol25
Level of theory: wB97M-V/def2-TZVPD

Values from the calculation:
- SMILES: C=CN=C.C=CCC
- Lowest unoccupied orbital energy: 0.542 eV
- Net charge: 0
- ΔE to the lowest compared entry with this formula, charge and spin: 275.7 kJ/mol

Last column: natural (NBO) charge in e.
Element x y z (Å)
H1 -2.34 3.22 -1.50  0.205
H2 0.42 -1.33 3.82  0.178
H3 2.19 -0.50 0.27  0.194
H4 0.37 0.97 0.88  0.204
H5 -2.47 0.79 -1.67  0.210
C1 -1.53 1.21 -2.06  -0.451
C2 1.72 -1.34 0.82  -0.041
H6 1.58 -2.52 -0.91  0.212
C3 -0.53 0.97 0.26  -0.411
C4 1.26 -2.40 0.15  -0.440
H7 -0.46 -1.85 2.19  0.163
C5 0.46 -1.45 2.72  -0.042
H8 -1.48 1.20 0.77  0.191
H9 0.49 0.49 -1.53  0.193
N1 1.55 -1.05 2.15  -0.422
C6 -0.44 0.84 -1.09  -0.163
H10 0.63 -3.17 0.64  0.199
H11 -1.34 0.73 -3.03  0.204
H12 -2.47 2.83 -3.15  0.207
H13 -0.92 3.32 -2.62  0.210
C7 -1.77 2.71 -2.33  -0.600

---

# 5
Formula: C54H45AuNP3Si
Source: OMol25
Level of theory: wB97M-V/def2-TZVPD

Values from the calculation:
- Lowest unoccupied orbital energy: -7.156 eV
- Net charge: +2
- ΔE to the lowest compared entry with this formula, charge and spin: 211.2 kJ/mol

Last column: Mulliken charge in e.
Element x y z (Å)
C1 -1.83 3.34 2.55  -0.444
C2 -2.79 4.13 3.16  -0.799
H1 5.44 -3.67 0.05  0.463
C3 5.39 -1.96 -1.24  -1.060
H2 -3.58 -3.01 5.47  0.455
H3 -4.83 4.31 3.79  0.425
C4 0.05 0.22 2.53  -0.116
C5 3.57 3.16 -2.58  -0.772
H4 4.50 1.33 0.13  0.381
H5 -1.94 -2.30 3.75  0.334
H6 -0.95 -2.33 -2.65  0.246
H7 1.73 -4.29 -0.32  0.637
H8 -2.51 5.12 3.52  0.459
C6 3.59 2.11 -1.66  0.350
H9 -0.82 3.70 2.46  0.541
C7 -5.28 -2.67 4.21  -0.650
C8 -3.57 -0.11 -0.93  0.000
C9 -0.22 3.24 -0.29  -0.353
C10 3.56 -2.64 0.16  -0.734
H10 -3.79 0.66 1.85  0.272
C11 0.11 -3.06 0.40  0.440
H11 -3.02 -3.46 -1.05  0.433
C12 -3.92 -2.69 4.49  -0.778
C13 0.71 -0.04 4.83  -1.087
H12 -6.79 -2.22 2.74  0.454
Si1 1.04 -1.42 0.39  1.224
C14 -2.18 2.07 2.07  0.305
C15 0.89 1.08 -4.14  -0.289
H13 2.49 -2.11 2.84  0.341
H14 2.83 3.19 -3.37  0.435
P1 2.37 0.77 -1.82  1.205
C16 4.63 -0.88 -1.69  -0.262
C17 -5.72 -2.24 2.96  -0.939
H15 6.18 3.12 0.27  0.484
H16 0.16 5.03 -1.41  0.464
H17 1.45 0.69 -7.45  0.395
H18 3.10 3.99 1.51  0.473
C18 4.52 4.17 -2.49  -0.709
C19 -4.17 -2.34 -2.47  -0.654
H19 0.60 0.24 5.87  0.450
H20 -3.34 0.77 -0.34  0.316
C20 4.85 -2.84 -0.31  -1.077
C21 1.45 2.64 1.34  -0.227
Au1 -0.02 0.04 -1.19  1.108
H21 -2.91 -4.32 1.41  0.563
H22 4.53 4.97 -3.22  0.468
H23 -5.45 2.05 2.99  0.497
H24 0.27 -1.64 -3.50  0.284
C22 2.89 0.32 -5.90  -0.666
C23 1.76 -1.36 3.12  -0.505
C24 3.31 -0.70 -1.25  -0.205
C25 0.65 1.09 -5.51  -0.800
C26 -4.44 2.42 2.86  -1.105
C27 -1.24 -3.09 0.85  -0.360
H25 -0.31 1.43 -5.88  0.487
H26 6.21 4.93 -1.41  0.438
H27 2.28 -1.45 5.20  0.445
C28 0.06 -5.48 0.28  -0.954
N1 -0.58 -1.45 -2.99  -0.662
H28 4.12 0.04 -4.18  0.235
P2 -2.16 -1.52 1.04  1.396
H29 -0.81 1.33 4.17  0.530
C29 0.22 2.39 0.73  0.095
H30 0.56 -6.42 0.04  0.448
H31 -6.00 -2.99 4.95  0.416
C30 -3.50 1.63 2.22  0.053
C31 -0.09 0.58 3.87  -0.795
C32 2.77 -1.58 -0.31  1.161
C33 -4.09 3.68 3.31  -0.769
C34 -3.07 -1.36 -0.55  1.211
C35 0.96 -0.77 2.15  1.118
H32 3.68 0.03 -6.58  0.455
C36 3.14 0.32 -4.53  -0.366
C37 4.51 2.12 -0.61  -0.538
C38 -3.45 -1.91 2.26  0.563
C39 -4.81 -1.86 1.99  -0.335
H33 0.12 1.42 -3.45  0.510
C40 -3.38 -2.47 -1.34  -0.999
C41 1.64 0.70 -6.38  -0.708
H34 -4.41 -3.21 -3.07  0.441
H35 2.29 5.52 -0.24  0.463
C42 -1.89 -4.30 1.05  -0.443
C43 5.45 3.13 -0.53  -0.663
H36 -5.17 -1.53 1.02  0.492
H37 -4.77 0.99 -2.33  0.493
C44 -4.37 0.02 -2.06  -0.908
H38 -1.75 -6.44 0.93  0.458
C45 0.52 4.36 -0.64  -1.040
H39 -5.31 -1.00 -3.70  0.411
C46 0.72 -4.28 0.08  -1.171
C47 1.71 4.64 0.02  -0.637
H40 -1.26 -1.06 -3.65  0.291
H41 -1.18 3.06 -0.77  0.421
H42 3.18 -3.33 0.91  0.543
P3 -0.93 1.04 1.23  1.719
C48 -4.67 -1.09 -2.83  -0.839
C49 2.17 3.77 1.00  -0.829
H43 5.09 -0.17 -2.37  0.419
H44 6.40 -2.09 -1.60  0.463
C50 -3.01 -2.30 3.53  -0.499
C51 1.65 -0.99 4.45  -0.932
C52 2.13 0.67 -3.63  0.558
C53 5.47 4.15 -1.47  -0.608
C54 -1.23 -5.50 0.78  -0.721
H45 1.81 1.98 2.13  0.372

---

# 6
Formula: C2H6I2OSi
Source: OMol25
Level of theory: wB97M-V/def2-TZVPD

Values from the calculation:
- Lowest unoccupied orbital energy: -0.607 eV
- Net charge: 0
- ΔE to the lowest compared entry with this formula, charge and spin: 276.5 kJ/mol

Last column: natural (NBO) charge in e.
Element x y z (Å)
C1 0.34 0.52 -0.92  -0.040
H1 -0.18 -1.11 0.31  0.180
H2 1.35 0.77 -1.31  0.170
Si1 -2.05 -1.53 -1.36  0.977
C2 0.31 -0.25 0.47  -0.628
H3 -3.03 -0.89 -0.58  -0.185
H4 1.27 -0.54 0.77  0.219
H5 -0.06 1.55 -0.78  0.127
H6 -0.32 0.35 1.11  0.209
O1 -0.31 -0.21 -1.85  -0.772
I1 -3.19 -1.42 -3.50  -0.151
I2 -1.15 -3.74 -0.90  -0.103